# 1
The molecule C11H17N3S in a non-equilibrium geometry. Source: the OMol25 dataset; level of theory: wB97M-V/def2-TZVPD.

Frontier orbital gap (hartree): 0.3501
Structure (SMILES): c1ncc([C@H]2C[C@@H]2NC2CCNCC2)s1
HOMO (eV): -8.663

Last column: Mulliken charge in e.
Cartesian coordinates (Å):
C: 4.02624 2.60390 -4.04510  0.00
N: 2.74196 2.53687 -4.38144  -0.58
C: 1.94788 1.71462 -3.47183  -0.52
C: 2.62798 1.15571 -2.42385  -0.10
C: 1.97849 0.31863 -1.34579  0.07
C: 1.87381 0.88271 0.08786  -0.69
C: 0.53960 0.64393 -0.74483  -0.36
N: -0.21245 -0.59421 -0.32561  -0.32
C: -1.01449 -0.55920 0.93173  0.36
C: -2.37712 -0.58830 0.50022  -0.72
C: -3.34156 -0.67221 1.72453  -0.83
N: -2.82225 -1.68274 2.70937  -0.36
C: -1.41980 -1.66979 3.17149  -0.79
C: -0.60200 -1.64813 1.87285  -0.74
S: 4.37675 1.62816 -2.65130  -0.12
H: 4.75762 3.15080 -4.61612  0.41
H: 0.81405 1.68309 -3.57425  0.37
H: 2.22575 -0.74914 -1.49933  0.36
H: 2.27733 1.87721 0.18935  0.32
H: 2.14492 0.21356 0.85367  0.27
H: 0.00408 1.48040 -1.02235  0.57
H: -0.72628 -0.98003 -1.12319  0.28
H: -0.83461 0.37383 1.44850  0.22
H: -2.47721 -1.33720 -0.29840  0.44
H: -2.82197 0.31513 0.07944  0.20
H: -3.44778 0.37411 2.09380  0.33
H: -4.24376 -1.07350 1.35051  0.41
H: -3.48784 -1.85130 3.52178  0.24
H: -1.16206 -0.95759 3.87210  0.42
H: -1.16523 -2.59454 3.61457  0.42
H: 0.46129 -1.45683 2.21046  0.14
H: -0.64134 -2.53794 1.29116  0.29

---

# 2
The molecule C3H5NO2 in a non-equilibrium geometry. Source: the OMol25 dataset; level of theory: wB97M-V/def2-TZVPD.

Frontier orbital gap (hartree): 0.3886
Structure (SMILES): ON=C1COC1
HOMO (eV): -9.664

Last column: Mulliken charge in e.
Cartesian coordinates (Å):
O: 2.13561 -0.68196 -0.49406  -0.38
N: 1.48355 0.30031 0.26025  -0.56
C: 0.23548 0.22191 0.09364  0.41
C: -0.96312 0.98938 0.57911  -0.20
O: -1.83159 0.05194 -0.09068  -0.39
C: -0.71309 -0.77463 -0.48287  -0.21
H: 3.06934 -0.53026 -0.29161  0.37
H: -1.01235 1.98742 0.13653  0.20
H: -1.15910 1.03853 1.65500  0.23
H: -0.48951 -1.60074 0.20010  0.23
H: -0.74526 -0.99840 -1.56478  0.30

---

# 3
The molecule CHFN2O in a non-equilibrium geometry. Source: the OMol25 dataset; level of theory: wB97M-V/def2-TZVPD.

Frontier orbital gap (spin up / spin down) (hartree): 0.2968 / 0.3348
HOMO (spin up / spin down) (eV): -10.840 / -10.718

Last column: Mulliken charge in e.
Cartesian coordinates (Å):
C: 0.33740 0.54540 -0.25137  0.62
N: 0.81372 -0.63254 -0.57715  -0.34
N: -0.38696 0.09414 1.02042  -0.07
O: 0.35845 1.63379 -0.65318  -0.44
F: -1.62054 -0.12455 0.70178  -0.04
H: 0.49793 -1.51625 -0.24050  0.27

---

# 4
C41H42N8O6PS2Sc as an isolated structure. Source: the OMol25 dataset; level of theory: wB97M-V/def2-TZVPD.

Frontier orbital gap (hartree): 0.2340
HOMO (eV): -6.838

Last column: Mulliken charge in e.
Cartesian coordinates (Å):
Sc: 0.04748 0.00781 -0.21452  -0.31
N: -4.38196 -1.08361 -0.83356  0.27
C: -3.11221 -0.66788 -0.93748  -1.12
N: -2.24819 -0.65992 0.02538  0.71
C: -2.65621 -1.11739 1.28432  -0.22
N: -1.85450 -1.15619 2.28472  -1.50
N: -0.59183 -0.70194 1.96401  1.57
C: 0.27527 -0.86251 2.87860  -0.65
C: 1.63355 -0.38300 2.64580  0.51
C: 2.57701 -0.43605 3.65471  -0.87
C: 3.83304 0.10001 3.41959  -0.76
C: 4.08168 0.66987 2.18689  -1.10
C: 3.07925 0.66118 1.22579  -0.61
N: 1.87670 0.13607 1.43459  1.03
C: -4.03373 -1.58951 1.46299  0.98
C: -4.50537 -2.07745 2.68217  -0.26
C: -5.80607 -2.52330 2.79424  -0.87
C: -6.65569 -2.48997 1.68872  -0.46
C: -6.20609 -2.01350 0.47430  -0.99
C: -4.89321 -1.56666 0.37060  -0.02
H: -4.97455 -1.03787 -1.64582  0.31
H: -2.80005 -0.30833 -1.90677  0.59
H: 0.00794 -1.32251 3.82671  0.30
H: 2.32112 -0.88650 4.60384  0.51
H: 4.59531 0.07801 4.18709  0.43
H: 5.03653 1.11870 1.95254  0.51
H: 3.24714 1.07661 0.24011  0.49
H: -3.82705 -2.09503 3.52331  0.49
H: -6.16910 -2.89973 3.74059  0.43
H: -7.67496 -2.84052 1.78013  0.42
H: -6.85865 -1.98655 -0.38981  0.41
O: 0.83279 3.17294 1.92897  -0.73
C: 0.67682 2.79077 0.78623  0.20
O: -0.18690 1.87299 0.43197  -0.60
C: 1.44095 3.41758 -0.35495  0.66
C: 1.67157 4.78788 -0.23122  -0.89
C: 2.27956 5.51829 -1.23403  -0.67
C: 2.68999 4.85892 -2.38618  -0.68
C: 2.49856 3.49547 -2.50949  -1.13
C: 1.87318 2.73874 -1.50828  0.99
S: 1.80061 0.99086 -1.80677  -0.33
H: 1.34698 5.26468 0.68461  0.49
H: 2.43293 6.58361 -1.12121  0.40
H: 3.17046 5.40561 -3.18862  0.40
H: 2.84315 2.97880 -3.39677  0.49
N: -1.18407 2.35443 -4.22943  -0.11
C: -2.24618 3.28233 -4.15007  -0.01
C: -2.82854 3.81192 -5.29056  -0.83
C: -3.86574 4.72745 -5.17185  -0.62
C: -4.34435 5.07946 -3.91970  -0.68
C: -3.77972 4.51975 -2.78068  -0.74
C: -2.71149 3.64256 -2.89094  0.99
S: -1.87014 3.00971 -1.47306  -0.31
N: -1.40389 1.47722 -2.06234  0.49
C: -1.09816 1.34616 -3.29195  -0.12
C: -0.66312 -0.01562 -3.73244  1.31
C: -0.42258 -0.34598 -5.05521  -1.32
C: -0.07493 -1.65439 -5.36752  -0.96
C: -0.00818 -2.58717 -4.35381  -1.24
C: -0.26262 -2.16972 -3.05220  -0.78
N: -0.56696 -0.91427 -2.74492  1.10
H: -0.90330 2.11755 -5.16561  0.20
H: -2.46067 3.52170 -6.26824  0.37
H: -4.30196 5.15829 -6.06295  0.39
H: -5.15673 5.78712 -3.82554  0.39
H: -4.15012 4.78173 -1.79744  0.48
H: -0.49256 0.37940 -5.85297  0.40
H: 0.13205 -1.93049 -6.39314  0.41
H: 0.25067 -3.61900 -4.54449  0.59
H: -0.20215 -2.86154 -2.22362  0.87
C: -0.88803 -4.57696 2.04989  -1.40
C: -0.84627 -5.04675 0.60231  1.81
C: -2.20691 -4.84102 -0.05254  -1.47
C: -0.41813 -6.50474 0.52626  -2.02
O: 0.07613 -4.30751 -0.23087  0.18
P: 1.23879 -3.26932 0.12491  0.04
O: 1.77292 -3.35565 1.49709  -0.90
O: 0.68497 -1.90913 -0.30925  1.78
O: 2.23671 -3.74670 -1.02236  -0.11
C: 3.53591 -3.18258 -1.34761  1.98
C: 4.51428 -4.34145 -1.24570  -2.08
C: 3.42630 -2.66701 -2.77510  -1.38
C: 3.93629 -2.04919 -0.41505  -1.40
H: -1.64247 -5.16314 2.57961  0.51
H: -1.16858 -3.52565 2.11294  0.12
H: 0.07644 -4.70474 2.53347  0.38
H: -2.98004 -5.39903 0.47844  0.47
H: -2.18032 -5.17453 -1.09112  0.36
H: -2.46604 -3.78014 -0.03274  0.10
H: -1.12501 -7.14038 1.06255  0.41
H: 0.56922 -6.62342 0.97343  0.41
H: -0.37043 -6.82865 -0.51385  0.35
H: 4.19911 -5.15886 -1.89532  0.38
H: 4.55019 -4.70588 -0.21856  0.42
H: 5.51455 -4.02150 -1.54210  0.40
H: 3.09282 -3.46598 -3.43983  0.35
H: 4.39507 -2.30308 -3.12189  0.45
H: 2.71619 -1.83964 -2.82083  0.00
H: 3.93909 -2.37532 0.62453  0.33
H: 3.25182 -1.20932 -0.52887  -0.17
H: 4.93624 -1.70523 -0.68606  0.63

---

# 5
The molecule C5H8O. Source: the OMol25 dataset; level of theory: wB97M-V/def2-TZVPD.

Frontier orbital gap (hartree): 0.3847
Structure (SMILES): CC=C=CCO
HOMO (eV): -9.502

Last column: Mulliken charge in e.
Cartesian coordinates (Å):
C: -1.47109 1.88686 0.26546  -1.04
C: -1.44320 0.42460 -0.07774  -0.14
C: -0.42539 -0.23580 -0.55854  0.01
C: 0.59917 -0.94774 -0.95005  -0.46
C: 1.55887 -1.58142 0.03833  -0.25
O: 1.71230 -0.83382 1.22353  -0.51
H: -1.40419 2.01593 1.35174  0.26
H: -0.63802 2.42331 -0.19359  0.33
H: -2.41033 2.33794 -0.06831  0.33
H: -2.34335 -0.14941 0.12849  0.32
H: 0.76964 -1.11964 -2.01019  0.34
H: 1.17576 -2.56231 0.34696  0.25
H: 2.52702 -1.75060 -0.45636  0.26
H: 1.79282 0.09210 0.96027  0.31